102
Properties=species:S:1:pos:R:3 method="wB97M-V/def2-TZVPD" charge=+1 e_tot_ha=-2327.26529 largest_force_ev_per_a=3.72
N -2.73999 -3.81021 -4.83512
C -2.99961 -2.70488 -5.38875
C -4.16973 -1.84389 -4.95463
C -4.18121 -1.55649 -3.48372
C -4.33217 -2.60058 -2.54953
C -4.38191 -2.36752 -1.20448
C -4.23641 -1.02453 -0.83176
N -4.09294 -0.12436 -1.78428
C -3.89137 1.28256 -1.35602
C -2.42556 1.58739 -1.72025
C -1.43989 1.08267 -0.66146
O -1.84121 2.53854 -0.93645
N -4.05170 -0.31192 -3.08102
H -1.93313 -4.23042 -5.29333
H -2.40403 -2.35028 -6.23658
H -4.24648 -0.91321 -5.51506
H -5.07925 -2.41243 -5.18466
H -4.40902 -3.60984 -2.93042
H -4.53040 -3.15031 -0.46757
H -4.22731 -0.71710 0.20679
H -4.51461 1.96545 -1.92829
H -3.94582 1.37526 -0.27427
H -2.11226 1.50159 -2.75607
H -1.71713 1.17802 0.38722
H -0.37663 1.25409 -0.81373
N 1.96644 6.58150 -2.36367
C 0.69323 6.46736 -2.74311
C -0.18757 5.53520 -2.21475
C 0.28214 4.67076 -1.23849
C 1.60257 4.77270 -0.83201
C 2.39936 5.74209 -1.42201
H 0.37170 7.16317 -3.51083
H -1.21251 5.48929 -2.55954
H -0.36726 3.92789 -0.80149
H 2.00779 4.11364 -0.07778
H 3.43892 5.85756 -1.13306
N 4.13170 2.86841 -0.14043
C 5.10890 2.60359 0.72678
C 6.13426 1.70338 0.48184
C 6.14468 1.03805 -0.73358
C 5.13670 1.29873 -1.64870
C 4.16010 2.21925 -1.30296
H 5.05728 3.14652 1.66431
H 6.90138 1.52884 1.22388
H 6.92759 0.32706 -0.96472
H 5.10937 0.80231 -2.60917
H 3.35316 2.46069 -1.98937
N 5.96526 0.80834 4.13118
C 4.69082 0.69331 3.76221
C 3.81954 -0.25426 4.27834
C 4.30302 -1.13520 5.23178
C 5.62628 -1.03289 5.62851
C 6.41116 -0.04664 5.05028
H 4.36032 1.40290 3.01334
H 2.79211 -0.30105 3.94183
H 3.65753 -1.89171 5.66025
H 6.04228 -1.70145 6.36956
H 7.45129 0.07207 5.33280
N -3.46466 0.63427 2.54586
C -2.26140 0.45120 3.10044
C -2.00334 -0.46747 4.10318
C -3.05437 -1.24203 4.56618
C -4.31196 -1.06862 4.00956
C -4.46248 -0.12360 3.00654
H -1.47060 1.08284 2.70961
H -1.00839 -0.57454 4.50874
H -2.89545 -1.97105 5.35044
H -5.15813 -1.65214 4.34549
H -5.43043 0.04430 2.54350
N 8.13527 5.79915 -3.32776
C 7.44690 4.88770 -2.64315
C 6.06909 4.74619 -2.71616
C 5.36413 5.60433 -3.54539
C 6.06230 6.56080 -4.26384
C 7.44075 6.61395 -4.12064
H 8.03818 4.23975 -2.00422
H 5.56437 3.98388 -2.13672
H 4.28668 5.53142 -3.62943
H 5.55071 7.25105 -4.92050
H 8.02758 7.34490 -4.66626
N -5.76609 -5.32206 -0.14965
C -6.75174 -5.63976 0.69182
C -7.90343 -6.31107 0.31301
C -8.04587 -6.67509 -1.01490
C -7.03482 -6.35681 -1.90673
C -5.92417 -5.68511 -1.42494
H -6.60042 -5.33714 1.72183
H -8.66730 -6.54311 1.04172
H -8.93036 -7.20083 -1.35018
H -7.10522 -6.62446 -2.95197
H -5.10781 -5.42356 -2.08921
N 0.29505 -2.73531 3.74621
C 0.70890 -3.56653 4.70279
C 0.58692 -4.94584 4.63189
C -0.00131 -5.49508 3.50531
C -0.43986 -4.64804 2.50022
C -0.26705 -3.28370 2.66988
H 1.16043 -3.09372 5.56842
H 0.94357 -5.57095 5.43866
H -0.11621 -6.56725 3.41129
H -0.90486 -5.03669 1.60438
H -0.59286 -2.58317 1.90692